{"formula": "C18H48F3NaO16", "method": "ωB97M-V with the def2-TZVPD basis set", "species": ["Na", "C", "O", "O", "C", "F", "F", "F", "C", "C", "H", "H", "H", "H", "H", "H", "C", "C", "O", "O", "H", "H", "H", "H", "H", "H", "C", "C", "O", "O", "H", "H", "H", "H", "H", "H", "C", "C", "O", "O", "H", "H", "H", "H", "H", "H", "C", "C", "O", "O", "H", "H", "H", "H", "H", "H", "C", "C", "O", "O", "H", "H", "H", "H", "H", "H", "C", "C", "O", "O", "H", "H", "H", "H", "H", "H", "C", "C", "O", "O", "H", "H", "H", "H", "H", "H"], "coordinates": [[-3.5154, -1.1937, 6.6899], [-1.8064, 1.6221, 1.6383], [-0.3675, 1.2824, 1.8343], [-2.2634, 1.7044, 2.9622], [-2.1548, 2.7599, 0.5268], [-1.7230, 3.9976, 0.7874], [-1.3995, 2.5072, -0.6175], [-3.4689, 2.8737, 0.1824], [0.3773, 1.0229, 0.6809], [1.6057, 0.1857, 0.8783], [2.0770, 0.4777, 1.8168], [1.6480, -0.8992, 0.9742], [2.3018, 0.4194, 0.0728], [0.7486, 2.0366, 0.5302], [-0.0983, 0.7001, -0.2453], [-2.1326, 0.7393, 1.0884], [1.2133, 3.3285, -6.4038], [2.0060, 2.8933, -5.1459], [2.1944, 3.9316, -4.2119], [2.1634, 3.9922, -7.2577], [0.3845, 4.0040, -6.1918], [0.8002, 2.4709, -6.9348], [2.8777, 2.3631, -5.5294], [1.3569, 2.1790, -4.6395], [3.0512, 4.3083, -4.4257], [1.6250, 4.2983, -7.9913], [-1.4867, -5.5378, 1.7508], [-1.5958, -4.8157, 3.1176], [-2.9790, -4.8926, 3.3228], [-2.1168, -6.8254, 1.7736], [-0.4264, -5.6878, 1.5474], [-1.8179, -4.9714, 0.8805], [-1.1851, -3.8201, 2.9497], [-1.1480, -5.3871, 3.9307], [-3.2651, -5.8088, 3.3026], [-2.2080, -7.2052, 0.8967], [-3.7413, -1.4329, -4.3039], [-3.4105, -2.9391, -4.0966], [-4.4064, -3.7371, -3.5431], [-4.4026, -1.1690, -5.5413], [-2.8397, -0.8204, -4.2979], [-4.1502, -1.1288, -3.3403], [-2.5637, -2.8576, -3.4152], [-3.1109, -3.4442, -5.0149], [-4.0384, -4.6145, -3.4155], [-4.7889, -1.9918, -5.8498], [1.7779, 2.3718, 7.8128], [2.2831, 1.0940, 7.0658], [1.1163, 0.4014, 6.6593], [1.6365, 3.3989, 6.8427], [2.4239, 2.7201, 8.6186], [0.8758, 2.0792, 8.3501], [2.7649, 0.4955, 7.8390], [2.9441, 1.2833, 6.2200], [0.6776, 0.9029, 5.9681], [0.8488, 3.1735, 6.3422], [4.1126, -4.9593, -2.9412], [4.0222, -3.8976, -4.0465], [2.6646, -3.7776, -4.5460], [4.3490, -6.1963, -3.4425], [3.2682, -4.9861, -2.2525], [4.7663, -4.7886, -2.0858], [4.7863, -3.9548, -4.8218], [4.3449, -2.9908, -3.5350], [2.7905, -3.7310, -5.4966], [3.6063, -6.5362, -3.9471], [8.6629, 1.7531, -2.3541], [9.3175, 2.3011, -3.6253], [8.4951, 3.2595, -4.1818], [8.9611, 2.6775, -1.2503], [9.0188, 0.7335, -2.2065], [7.6225, 1.6194, -2.6504], [9.6603, 1.5267, -4.3115], [10.3076, 2.6905, -3.3883], [8.1208, 3.6945, -3.4122], [9.8947, 2.5398, -1.0742], [-9.2392, 2.9652, 4.7954], [-10.7698, 2.9800, 5.1245], [-10.9820, 3.9583, 6.2179], [-8.4183, 2.2468, 5.6743], [-9.0634, 4.0392, 4.7340], [-9.0676, 2.6134, 3.7781], [-11.1723, 1.9990, 5.3770], [-11.3472, 3.3219, 4.2656], [-10.3296, 3.7754, 6.8980], [-7.5512, 2.2853, 5.2640]], "lumo_ev": -3.1, "total_charge": 0, "e_homo_ha": -0.2304, "gap_ev": 3.21, "total_energy_ha": -2379.9681}